1.
A molecular structure, C33H40AsN5O3STi at a distorted geometry. Source: OMol25; level of theory: wB97M-V/def2-TZVPD.

Properties
**Energy relative to the best compared isomer or geometry (same formula, charge and spin)**: 18.7 kcal/mol
**Total charge**: -2
**2S+1**: 3
**Highest occupied orbital energy (alpha / beta)**: 0.61 / -1.22 eV
**LUMO (alpha / beta)**: 4.4290 / 4.4194 eV
**Energy**: -5264.51741 Ha
**⟨S²⟩**: 2.02

Positions of all 84 atoms, in Å:
Ti -0.00538 0.24962 0.85552
N 0.71516 0.61209 4.47141
N 0.79594 2.01717 4.24925
C 0.65975 2.55529 2.95661
O 0.36909 3.74292 2.85525
O 0.95607 1.72746 2.01224
H 1.16642 0.19252 3.65655
H -0.25817 0.33692 4.33339
H 0.30188 2.55774 4.94000
S -2.19796 1.10762 1.74558
C -2.88998 1.75988 0.25818
C -4.26359 1.51200 0.07058
C -4.98072 1.99376 -1.00879
C -4.33418 2.76755 -1.96095
C -2.97534 3.01547 -1.80278
C -2.22037 2.51434 -0.74088
As -0.30382 3.14275 -0.57520
C -0.08333 4.10928 -2.30422
C -0.37672 3.69147 -3.60626
C 0.05004 4.41855 -4.70932
C 0.78973 5.58184 -4.53725
C 1.10010 6.01016 -3.25608
C 0.66748 5.27685 -2.15450
C 0.70330 1.50768 -1.11486
C 2.12974 1.60168 -0.87291
C 3.04819 1.06224 -1.73190
C 2.66366 0.40790 -2.92630
C 1.29013 0.36585 -3.22677
C 0.35167 0.90122 -2.38628
H -4.75947 0.91477 0.82700
H -6.03917 1.77068 -1.09593
H -4.86615 3.18441 -2.80840
H -2.49898 3.64627 -2.53969
H -0.94250 2.78487 -3.76903
H -0.18559 4.06388 -5.70656
H 1.12682 6.14420 -5.40127
H 1.68114 6.91221 -3.10054
H 0.92685 5.61905 -1.15822
H 2.45847 2.10261 0.03238
H 4.09948 1.11938 -1.46497
H 3.39665 -0.02512 -3.59384
H 0.95691 -0.10700 -4.14829
H -0.69831 0.84774 -2.65970
C 0.20239 -2.92195 -1.50131
N -1.06859 -2.42993 -2.02787
C -1.64201 -1.33370 -1.45855
N -2.86865 -0.95781 -1.96435
O -1.11532 -0.71852 -0.54335
H 0.69014 -3.51277 -2.27623
H 0.06565 -3.51606 -0.59596
H 0.83504 -2.06618 -1.27560
H -1.72749 -3.11498 -2.36060
H -2.94937 -1.00720 -2.96735
H -3.21212 -0.09215 -1.56160
C 3.50930 -1.25513 0.56688
C 3.37600 -2.34677 1.61976
C 3.61773 -1.77801 3.01880
C 2.09562 -3.16660 1.59400
C 2.23322 -4.53211 1.40661
C 1.16389 -5.41709 1.52384
C -0.04880 -4.88407 1.93288
C -0.25397 -3.52076 2.12632
C -1.62854 -3.13835 2.65827
C -1.59761 -2.10203 3.77459
C -2.62947 -2.73838 1.57479
C 0.79514 -2.58807 1.82085
N 0.60410 -1.25949 1.73407
H 4.51365 -0.81942 0.60543
H 2.79217 -0.45678 0.73109
H 3.34843 -1.63751 -0.44515
H 4.17365 -3.07669 1.42230
H 2.83568 -1.06847 3.28534
H 4.57404 -1.24802 3.06721
H 3.62221 -2.57160 3.76938
H 3.22608 -4.91298 1.17732
H 1.28931 -6.48044 1.35767
H -0.89115 -5.54681 2.12253
H -2.00644 -4.06808 3.10566
H -1.21779 -1.15699 3.39666
H -0.94895 -2.42716 4.59212
H -2.60421 -1.93500 4.16903
H -2.41681 -1.74447 1.18808
H -3.64504 -2.71080 1.98368
H -2.61605 -3.45842 0.75046

=====

2.
A molecular structure, C22H28I2NOS9Sb2Sc. Source: OMol25; level of theory: wB97M-V/def2-TZVPD.

Properties
**Energy relative to the best compared isomer or geometry (same formula, charge and spin)**: 17.2 kcal/mol
**Total charge**: -2
**2S+1**: 1
**Highest occupied orbital energy**: -2.57 eV
**LUMO**: 3.1658 eV
**Energy**: -6405.75029 Ha

Positions of all 66 atoms, in Å:
Sc -0.07908 0.57894 0.24376
S 2.13690 3.54333 3.98302
Sb 0.47022 2.60591 2.76083
S 0.68725 0.21276 2.60576
S 0.70648 2.96044 0.40225
S -1.72456 2.98474 3.26633
I 0.92093 -3.75105 -2.62351
C -0.67070 -3.39864 -1.32818
C -1.63281 -4.39724 -1.11093
C -2.66463 -4.20096 -0.23501
I -4.05300 -5.74673 0.02682
C -2.77957 -2.98180 0.48665
C -3.77860 -2.67252 1.43803
C -3.74919 -1.47813 2.09904
C -2.72216 -0.55830 1.82038
N -1.80718 -0.80907 0.91589
C -1.80888 -1.98995 0.25018
C -0.72195 -2.16789 -0.68494
O 0.14554 -1.22840 -0.84044
H -1.54478 -5.33278 -1.64628
H -4.55923 -3.39504 1.63776
H -4.50375 -1.21991 2.82920
H -2.64405 0.39172 2.34403
C 4.38755 2.69371 0.36159
C 4.09483 1.43368 1.17407
C 5.35881 0.94015 1.86256
Sb 2.91802 0.06153 -0.02410
C 3.44992 -2.00044 0.48766
C 2.31764 -2.72730 1.20852
C 4.75538 -2.23501 1.24268
C 3.99676 -0.00242 -1.92370
C 5.51123 -0.15818 -1.84927
C 3.60200 1.18232 -2.80274
H 4.75836 3.47406 1.03512
H 3.49391 3.08516 -0.12345
H 5.15754 2.51421 -0.39522
H 3.36768 1.69776 1.94612
H 6.09868 0.55901 1.15155
H 5.15974 0.16125 2.59634
H 5.81710 1.78008 2.39790
H 3.54215 -2.42917 -0.51687
H 2.15280 -2.30910 2.20325
H 2.56699 -3.78993 1.32223
H 1.37509 -2.66046 0.66790
H 4.65902 -1.91915 2.28253
H 5.61251 -1.71330 0.81752
H 4.98659 -3.30830 1.25422
H 3.57748 -0.91123 -2.37077
H 5.97827 0.70750 -1.37448
H 5.94008 -0.24492 -2.85683
H 5.81074 -1.04571 -1.29027
H 3.96115 2.12542 -2.38553
H 2.52008 1.26713 -2.90713
H 4.03048 1.08236 -3.80829
C -1.95840 5.27755 0.22199
S -2.20388 4.50902 -1.39864
C -3.31554 3.22339 -0.96922
C -3.09444 1.90084 -1.13794
S -1.71821 1.05004 -1.77793
S -4.46452 0.88639 -0.72928
C -5.56332 2.10314 -0.21327
S -7.09644 1.79328 0.34800
S -4.88765 3.67226 -0.35052
H -1.05840 5.88630 0.13469
H -1.79864 4.51178 0.97955
H -2.80169 5.91250 0.49213

=====

3.
A gas-phase ion, C2H4FO3S (charge -1) at a distorted geometry. Source: OMol25; level of theory: wB97M-V/def2-TZVPD.

Properties
**Energy relative to the best compared isomer or geometry (same formula, charge and spin)**: 11.6 kcal/mol
**SMILES string**: O=S(=O)([O-])CCF
**Total charge**: -1
**2S+1**: 1
**Highest occupied orbital energy**: -4.92 eV
**LUMO**: 3.9860 eV
**Energy**: -802.44127 Ha

Positions of all 11 atoms, in Å:
O -2.09893 -0.78297 1.30746
S -2.02107 -0.18579 -0.00540
O -2.97420 0.92692 -0.13492
O -2.04701 -1.11406 -1.16654
C -0.33968 0.53440 -0.01551
C 0.73852 -0.67323 0.08521
F 2.00618 -0.20328 -0.06208
H -0.22735 1.10057 0.98429
H -0.07762 1.06041 -0.88491
H 0.64495 -1.31435 1.02656
H 0.42666 -1.37703 -0.80631

=====

4.
A molecular structure, C28H30AsN2RhS2Sb. Source: OMol25; level of theory: wB97M-V/def2-TZVPD.

Properties
**Energy relative to the best compared isomer or geometry (same formula, charge and spin)**: 0.0 kcal/mol
**Total charge**: +1
**2S+1**: 1
**Highest occupied orbital energy (alpha / beta)**: -11.17 / -11.17 eV
**LUMO (alpha / beta)**: -4.1994 / -4.1990 eV
**Energy**: -4577.17294 Ha

Positions of all 65 atoms, in Å:
Rh -0.22227 1.65242 0.31946
S 1.95523 1.94878 0.26223
C 2.37418 2.20139 1.92747
C 3.76840 2.10545 2.24660
N 4.89186 2.03369 2.47876
C 1.42730 2.43925 2.85778
S -0.24468 2.45131 2.44053
C 1.75522 2.64099 4.23872
N 1.98529 2.80683 5.35204
C -2.58990 -0.26505 -2.70697
C -1.12518 -0.07128 -3.08437
As -0.24071 1.37874 -2.13684
C 1.53723 1.36598 -2.92944
C 1.54582 1.26328 -4.45141
C -1.08483 2.96921 -2.89067
C -2.22223 3.48852 -2.01056
H -3.02481 -1.07058 -3.29829
H -3.17380 0.63450 -2.90471
H -2.71644 -0.52279 -1.65337
H -1.03321 0.18008 -4.14207
H -0.54415 -0.97925 -2.91745
H 2.09196 0.54124 -2.47711
H 2.01661 2.28846 -2.59822
H 1.16797 0.30083 -4.79472
H 2.56602 1.36500 -4.82079
H 0.94979 2.05137 -4.91346
H -1.43402 2.73261 -3.89619
H -0.29898 3.72149 -2.97927
H -3.01707 2.74944 -1.89886
H -2.66523 4.38708 -2.43877
H -1.85933 3.75048 -1.01367
C 1.20193 -3.97494 -2.62534
C 2.16722 -3.05794 -2.23095
C 1.88076 -2.12921 -1.24039
C 0.62088 -2.13096 -0.64655
C -0.35131 -3.04623 -1.04274
C -0.05349 -3.97154 -2.03323
Sb 0.12482 -0.71844 0.81173
C -1.89818 -0.84381 1.36785
C -2.63800 0.27577 0.98049
C -3.91228 0.48242 1.47626
C -4.45905 -0.44774 2.35374
C -3.73850 -1.56804 2.72751
C -2.44862 -1.76626 2.24509
C 1.29533 -0.94832 2.53663
C 2.65955 -1.20805 2.45437
C 3.43238 -1.16288 3.60506
C 2.84371 -0.86324 4.82659
C 1.47896 -0.62137 4.90744
C 0.69987 -0.65546 3.75963
H 1.43037 -4.69646 -3.39834
H 3.14541 -3.06493 -2.69322
H 2.63396 -1.40513 -0.95077
H -1.33441 -3.04383 -0.58422
H -0.80163 -4.69007 -2.34050
H -2.27665 0.97217 0.21317
H -4.47943 1.35483 1.18034
H -5.45594 -0.29312 2.74404
H -4.17267 -2.28819 3.40798
H -1.87666 -2.62699 2.56960
H 3.12932 -1.43881 1.50657
H 4.49722 -1.34154 3.54374
H 3.45376 -0.80778 5.71804
H 1.02477 -0.38021 5.85926
H -0.35947 -0.43314 3.82473

=====

5.
A gas-phase ion, C3H7O2P2 (charge -1) at a distorted geometry. Source: OMol25; level of theory: wB97M-V/def2-TZVPD.

Properties
**Energy relative to the best compared isomer or geometry (same formula, charge and spin)**: 80.5 kcal/mol
**SMILES string**: C=[PH2]O/C([O-])=C/P
**Total charge**: -1
**2S+1**: 1
**Highest occupied orbital energy (alpha / beta)**: -3.39 / -3.77 eV
**LUMO (alpha / beta)**: 3.3285 / 4.0701 eV
**Energy**: -951.55893 Ha

Positions of all 14 atoms, in Å:
C 0.25507 -0.63266 1.19874
P -1.48385 -0.24060 1.58165
O -1.50880 1.17785 -0.02298
C -0.63064 1.09738 -0.88656
O 0.14671 2.01671 -1.17162
C -0.16024 -0.15791 -1.36305
P 1.29389 0.26747 -2.26345
H 0.14517 -1.78871 1.34086
H 1.11919 -0.09744 1.14337
H -1.36801 0.85503 2.51789
H -1.14812 -0.96534 2.76485
H -0.61756 -1.14624 -1.26950
H 1.86411 -1.17924 -2.36087
H 2.09308 0.79370 -1.20932